Computed, not measured: one molecule with the formula C14H28N2O3, with the ωB97M-V functional and the def2-TZVPD basis.

Element x y z (Å)
H -0.83515 -0.30127 -3.69466
H 0.64571 3.36237 1.33892
H -0.02539 0.59686 0.50150
H 2.84588 -2.43490 0.38470
H -2.27260 1.10551 -2.60098
H -3.21628 -1.09003 -1.34025
H -1.76008 3.74774 0.40365
H 1.46551 -2.26770 2.25986
C -1.37220 2.81570 0.82562
C 2.47264 -0.15519 -0.61457
N -1.22599 -0.65813 -2.83265
H 1.33639 1.17070 1.43393
O 0.33787 -1.15854 -1.17626
C 0.87708 -3.24058 0.41316
H 2.46758 -3.43049 -1.01957
H 0.34413 3.26183 -0.38230
H -0.07473 -1.72920 1.58773
C -1.78513 2.75488 2.29697
C -1.76064 0.38822 -1.95885
H -0.10448 1.70036 3.20555
H 0.41870 -4.47346 -0.93631
C 0.75991 1.35712 0.52173
H 1.17998 1.28208 -1.61025
O -0.31794 -2.74838 -2.63289
N 0.14359 -4.17697 -0.00077
H -1.52580 3.69921 2.78688
H 2.45032 1.97412 -0.61692
H -1.86293 2.00656 0.27443
C 1.76421 -1.40533 -1.17552
C 0.13894 2.76579 0.57238
H -2.21920 -0.47128 -0.01206
H 2.61871 -0.85633 -2.84003
H 2.75674 -0.33576 0.42506
H -3.49927 0.53150 -0.67467
H -1.62226 1.52287 4.07545
H -2.87520 2.67235 2.34507
C 2.06771 -2.67533 -0.34234
H -0.97071 0.93455 -1.43362
H 0.02769 -3.31126 2.37224
H -1.36776 0.63800 2.57195
C 1.70955 1.16786 -0.65846
C -1.18320 1.58953 3.07839
C 0.56450 -2.60414 1.74228
C -2.73303 -0.19954 -0.93740
H 3.41615 -0.05942 -1.16129
O 2.17893 -1.64362 -2.50179
C -0.37846 -1.61881 -2.26302

Values from the calculation:
HOMO: -9.47 eV
M: 272.39 g/mol
structure (SMILES): [H]/N=C(/C)C[C@](O)(CCCCCCC)OC(=O)NCC
energy above the lowest of the compared OMol25 structures with the same formula, charge and spin: 0.000 eV
energy: -885.4663 a.u.
E_LUMO: 0.48 eV
strongest force on any atom: 0.013 Eh/bohr



Computed, not measured: a 14-piece molecular cluster, H28O14 overall at a distorted geometry, with the ωB97M-V functional and the def2-TZVPD basis.

Element x y z (Å)
O -2.55040 1.96764 -0.98967
H -0.88040 0.21364 -3.04367
H 3.28260 -0.70336 -0.35967
H -2.52540 -1.95436 -1.02267
H 1.85260 -1.85136 -1.81067
H 0.03460 0.01464 0.73333
O -0.23240 -0.21236 -0.12367
H 2.00560 3.11964 2.78133
H 4.12160 -1.85636 -0.16567
H 1.78860 -1.29136 2.60433
O 0.34960 0.00364 2.70033
H -3.26840 0.65164 1.09633
O -1.72340 -2.42236 -0.70367
O 1.65660 -0.03836 -2.23467
O 2.38760 -2.01636 2.41033
O 1.63660 -2.80436 -1.92867
H -2.00140 -0.93836 1.86733
H 2.84360 -1.85136 1.51933
H -3.84440 -0.60736 0.42733
H 1.17460 2.06864 2.25633
O 3.25860 -1.59036 -0.00567
H 2.54660 -3.19836 -1.95567
O -1.71240 -1.52436 2.63633
O -3.05040 -0.16436 0.73233
H -2.77840 1.05564 -0.72767
H -3.31840 2.37064 -1.34267
O -1.26040 -0.40436 -3.63267
H -2.28440 -1.18536 3.32233
H -0.49440 -0.43436 2.76433
H -0.93140 2.24764 -1.82567
O -0.28540 2.37164 0.93833
O 2.11960 2.23664 2.39633
H -1.16440 -1.67036 -0.64367
H 1.37660 0.85364 -2.29567
H 0.55760 -0.37336 -0.60667
H -1.46540 0.19164 -4.36267
H 0.30760 2.86064 0.37933
H 0.45160 2.42064 -1.41267
H 0.39160 0.42564 3.50033
O -0.04340 2.24264 -2.18867
H -0.94040 1.82164 0.52633
H 2.61160 -0.04536 -2.20967

Values from the calculation:
HOMO: -9.30 eV
M: 252.21 g/mol
energy above the lowest of the compared OMol25 structures with the same formula, charge and spin: 3.182 eV
energy: -1070.0840 a.u.
E_LUMO: -0.49 eV
strongest force on any atom: 0.073 Eh/bohr